Below is a 2-piece molecular cluster, C2H9NS2 overall, with properties calculated with ωB97M-V/def2-TZVPD.

Bonds (Å) are listed after each position.
Cartesian coordinates (Å):
1 S -2.8303 -0.2943 0.1822  S2 2.045, H3 1.343
2 S -1.9694 0.8252 1.6618  S1 2.045, H4 1.341
3 H -1.8825 -1.2399 0.0798  S1 1.343
4 H -2.8035 0.4329 2.6360  S2 1.341
5 C 1.2181 -0.9871 0.1962  N6 1.451, H8 1.078, H9 1.097, H10 1.089
6 N 1.5133 0.3638 -0.2429  C5 1.451, C7 1.445, H11 1.010
7 C 0.6291 0.8821 -1.2620  N6 1.445, H12 1.082, H13 1.082, H14 1.098
8 H 0.8579 -1.0288 1.2115  C5 1.078
9 H 2.1000 -1.6346 0.1223  C5 1.097
10 H 0.5314 -1.4544 -0.5075  C5 1.089
11 H 1.4796 1.0318 0.5142  N6 1.010
12 H 0.8918 1.9149 -1.4511  C7 1.082
13 H 0.6869 0.3342 -2.1934  C7 1.082
14 H -0.4226 0.8542 -0.9470  C7 1.098

## Properties
E (eV): -25379.816
Largest force on an atom (Eh/bohr): 0.0184
SMILES string: CNC.SS
Energy above the lowest of the compared OMol25 structures with the same formula, charge and spin (kcal per mole): 20.7
HOMO level (eV): -8.5
Lowest unoccupied orbital energy (eV): 0.3
Kohn-Sham gap (eV): 8.8413

Here are the Mulliken charges for atoms 1 to 4, given in e: S -0.193; S -0.178; H 0.162; H 0.177